Record 1
C20H21FN4O5 in the gas phase. Source: OMol25; level of theory: ωB97M-V/def2-TZVPD.

Computed properties:
orbital gap: 8.36 eV
SMILES: O=C(CNC[C@H]1CCCO1)Nc1ccc([N+](=O)[O-])cc1C(=O)Nc1ccccc1F
E: -39994.62918 eV
highest occupied orbital energy: -8.97 eV

Geometry (Å):
H (-4.659, -0.036, 2.507)
C (-4.739, 1.043, 2.305)
H (-1.443, -3.031, -1.027)
H (-0.869, 0.551, -0.623)
H (-7.546, 1.681, 0.668)
H (6.541, 3.179, -0.283)
C (-2.374, -0.563, -1.472)
O (-4.332, 1.321, 0.981)
C (1.388, 0.525, 0.007)
C (-3.089, 0.767, -1.681)
H (3.349, 0.017, -0.191)
C (-6.700, 1.088, 1.005)
C (4.738, 2.058, -0.180)
O (2.295, -5.374, 0.710)
H (1.645, 3.261, 0.376)
H (-4.977, -0.731, -0.461)
H (-6.242, 2.577, 2.509)
N (2.716, 0.794, -0.052)
H (2.927, 5.354, 0.458)
C (4.814, 4.418, 0.094)
H (-6.736, 1.018, 3.200)
O (-2.843, -1.623, -1.819)
H (0.217, -4.715, -0.281)
H (-3.031, 1.362, -0.768)
H (-6.324, -0.004, -1.371)
C (1.643, -3.236, 0.316)
N (-4.481, 0.612, -2.050)
O (0.532, 1.399, 0.066)
H (-6.985, 0.035, 1.007)
C (1.049, -0.927, -0.044)
N (2.594, -4.201, 0.789)
F (5.370, 0.878, -0.406)
C (-5.334, 0.188, -0.951)
C (3.353, 2.036, 0.001)
H (-2.576, 1.305, -2.486)
H (5.374, 5.339, 0.131)
N (-1.146, -0.402, -0.877)
C (-0.490, -2.723, -0.628)
H (-5.501, 2.257, -0.408)
C (3.442, 4.424, 0.277)
C (2.712, 3.249, 0.233)
H (-4.541, -0.080, -2.793)
C (-5.466, 1.289, 0.110)
O (3.643, -3.783, 1.239)
C (1.951, -1.886, 0.395)
H (2.899, -1.621, 0.841)
C (-0.218, -1.350, -0.526)
C (-6.194, 1.495, 2.387)
H (-4.069, 1.580, 2.978)
C (5.473, 3.221, -0.137)
C (0.426, -3.658, -0.216)

***

Record 2
C14H13F3N4OS in the gas phase. Source: OMol25; level of theory: ωB97M-V/def2-TZVPD.

Computed properties:
orbital gap: 9.10 eV
SMILES: C[C@H](c1cc(C(F)(F)F)nn1C)N1C(=O)CSc2cccnc21
E: -41723.09285 eV
highest occupied orbital energy: -8.88 eV

Geometry (Å):
H (-1.456, -4.737, 0.928)
H (-2.714, -1.436, -1.837)
C (-1.395, 0.935, -2.755)
H (-0.677, 0.804, 1.860)
S (-0.015, -3.494, 2.347)
C (0.585, -2.727, 0.803)
C (-2.319, -0.603, 0.020)
H (-1.028, 1.674, -3.407)
C (-1.387, 0.596, -0.177)
H (3.459, -2.497, -1.079)
C (-1.556, -4.027, 1.753)
H (-0.913, 0.049, -2.940)
C (0.972, 3.076, 1.119)
H (-3.767, 0.008, -1.582)
C (1.483, -1.603, -1.471)
C (-0.288, -2.030, -0.015)
N (-0.099, 2.295, -0.996)
C (-2.221, -2.826, 1.174)
O (-3.417, -2.700, 1.346)
F (2.292, 2.643, 1.247)
N (-0.900, 1.260, -1.328)
H (-2.158, -4.439, 2.574)
C (0.200, 2.166, 0.229)
N (0.117, -1.572, -1.186)
C (-3.266, -0.880, -1.139)
C (1.955, -2.949, 0.413)
H (2.563, -3.574, 0.983)
F (0.399, 3.283, 2.436)
H (1.825, -1.150, -2.399)
H (-2.475, 0.741, -2.871)
H (-2.928, -0.278, 0.869)
C (2.475, -2.279, -0.688)
F (0.979, 4.368, 0.556)
C (-0.694, 1.119, 0.822)
N (-1.572, -1.830, 0.400)
H (-4.076, -1.502, -0.736)

***

Record 3
2 unconnected molecules or ions with the total composition C10H16NS2. Source: OMol25; level of theory: ωB97M-V/def2-TZVPD.

Computed properties:
orbital gap: 8.16 eV
charge: +1
E: -33780.79082 eV
highest occupied orbital energy: -13.08 eV

Geometry (Å):
H (-0.562, 0.843, 0.464)
H (-0.666, -3.447, 4.213)
H (-1.474, -4.170, 1.997)
C (0.919, 0.098, -0.844)
S (0.348, -0.934, -2.043)
C (0.680, -2.078, 3.385)
H (-0.033, 1.695, -3.521)
N (0.478, -1.564, 1.104)
C (-0.287, -2.613, 0.916)
H (1.155, -1.729, 4.323)
C (-0.821, -3.266, 2.027)
C (0.268, 1.244, -0.095)
H (1.041, 2.743, -1.533)
H (1.610, -0.343, 2.386)
C (-1.121, 2.588, -1.874)
H (-1.755, 1.114, -3.370)
C (-1.010, 1.973, -3.270)
C (-0.275, -3.103, 3.264)
H (1.046, 1.480, 0.664)
H (-1.282, 3.672, -1.878)
H (0.035, 3.167, -0.272)
H (-1.495, 2.552, -4.074)
C (0.882, -1.264, 2.308)
C (0.165, 2.449, -1.047)
H (-0.574, -2.932, -0.091)
S (2.696, -0.146, -0.614)
H (2.953, 0.732, 0.325)
H (-1.966, 2.043, -1.343)
H (-0.954, -0.804, -1.507)

***

Record 4
A molecular structure, CH5NOSi. Source: OMol25; level of theory: ωB97M-V/def2-TZVPD.

Computed properties:
orbital gap: 9.48 eV
E: -12530.00857 eV
highest occupied orbital energy: -9.64 eV

Geometry (Å):
Si (0.590, 1.036, -0.656)
N (3.169, 0.161, -0.831)
O (0.918, -0.426, -0.677)
C (3.753, -0.830, -0.898)
H (4.535, -1.521, -1.137)
H (-3.650, -4.659, 3.122)
H (-3.543, -4.204, 2.454)
H (-0.836, 1.320, -0.429)
H (1.506, 2.169, -0.423)

***

Record 5
A molecular structure, C23H19N2O3S3Tl. Source: OMol25; level of theory: ωB97M-V/def2-TZVPD.

Computed properties:
orbital gap: 5.94 eV
charge: -2
E: -70483.77593 eV
highest occupied orbital energy: -1.67 eV

Geometry (Å):
C (2.129, 2.044, 2.633)
C (0.980, 3.589, 4.100)
N (3.732, -1.200, 0.518)
H (-4.104, -0.469, 1.210)
S (-2.291, -0.932, -0.987)
S (3.521, -0.313, 2.964)
C (-4.590, -2.320, -1.577)
H (-4.051, -2.701, -2.436)
H (2.609, -2.737, -3.192)
C (-3.888, -1.473, -0.678)
H (0.881, 1.010, 1.216)
H (4.989, 2.587, -3.401)
H (3.094, 3.195, 4.161)
H (1.011, 4.306, 4.914)
C (2.209, 0.608, -1.419)
H (-1.142, 3.769, 3.809)
C (3.121, 2.708, -2.308)
C (2.149, 2.966, 3.677)
H (-6.376, -3.303, -2.127)
C (4.224, 2.048, -2.856)
C (-0.254, 2.365, 2.441)
C (-0.227, 3.290, 3.480)
C (3.371, -0.043, -1.949)
H (3.384, 1.147, 1.117)
H (5.176, 0.141, -3.077)
O (-8.757, -2.996, -1.115)
C (3.014, -1.374, 1.558)
O (1.264, -0.025, -0.821)
H (3.022, 3.781, -2.432)
C (4.318, 0.674, -2.674)
C (-4.620, -1.072, 0.474)
H (4.276, 1.910, 2.444)
C (-8.069, -2.446, -0.064)
S (1.661, -2.397, 1.878)
C (3.382, 1.340, 2.190)
C (3.545, -1.496, -1.713)
C (3.617, -2.423, -2.896)
H (1.270, 2.529, -1.232)
Tl (0.560, -2.356, -0.797)
O (-8.689, -2.219, 0.945)
H (4.192, -3.314, -2.646)
C (-6.642, -2.177, -0.286)
C (-5.943, -1.406, 0.653)
C (-5.917, -2.641, -1.394)
H (-1.191, 2.119, 1.955)
H (4.064, -1.917, -3.754)
H (-8.164, -3.035, -1.875)
C (0.912, 1.744, 2.019)
H (-6.483, -1.065, 1.529)
C (2.140, 2.016, -1.626)
N (3.584, -2.037, -0.556)

***

Record 6
C5H9P3 in the gas phase. Source: OMol25; level of theory: ωB97M-V/def2-TZVPD.

Computed properties:
orbital gap: 8.06 eV
E: -33194.41116 eV
highest occupied orbital energy: -7.82 eV

Geometry (Å):
C (0.491, -0.485, -2.083)
H (-1.707, -0.470, 0.679)
P (2.555, -1.686, -0.032)
H (0.427, 0.564, -2.385)
C (0.773, -1.434, 0.634)
C (0.352, -0.003, 0.171)
P (2.945, 0.408, -0.770)
H (1.666, 1.618, 0.889)
H (-1.394, 1.055, 0.053)
H (0.786, -1.738, 1.651)
C (1.309, 1.064, -0.011)
H (-0.929, 0.564, 1.782)
H (-0.370, -1.064, -1.960)
H (0.134, -2.184, 0.096)
C (-1.017, 0.339, 0.671)
H (0.755, 1.869, -0.601)
P (2.138, -1.141, -2.120)

***

Record 7
A molecular structure, C41H37BeClIN3O2P2Se. Source: OMol25; level of theory: ωB97M-V/def2-TZVPD.

Computed properties:
orbital gap: 7.82 eV
E: -156635.79439 eV
highest occupied orbital energy: -7.40 eV

Geometry (Å):
C (-2.918, -5.102, -1.611)
C (-2.197, -4.328, -0.714)
C (4.196, 3.650, -2.418)
C (-1.739, 2.880, 4.046)
H (-4.146, 0.400, 0.831)
H (-2.409, 2.918, 4.898)
H (-1.242, -5.659, 4.830)
H (1.093, 4.321, 2.863)
H (3.614, -0.646, -2.820)
H (-4.198, -1.364, 0.868)
C (-0.002, 2.749, 1.889)
H (-2.138, 3.735, 0.655)
H (4.550, -2.734, -0.251)
H (-3.635, 5.130, -0.702)
C (-1.112, 1.906, 1.929)
C (-2.663, 3.289, -0.181)
C (4.904, -1.709, -0.278)
H (-0.484, 2.276, -2.126)
C (0.224, 3.673, 2.903)
C (-4.206, 3.536, -2.020)
N (-2.253, -0.530, 0.849)
C (4.433, 0.649, -0.231)
C (-2.495, 1.930, -0.472)
H (0.636, -3.617, 1.557)
H (-4.425, -5.118, -3.145)
C (-4.084, -3.144, -2.370)
H (4.730, 1.698, -3.183)
H (3.409, 5.491, -1.644)
H (-1.462, -4.802, -0.075)
C (0.694, 0.736, -2.851)
C (-0.645, 3.739, 3.983)
C (0.774, -0.742, 2.418)
H (-4.817, -2.673, -3.016)
H (1.022, -1.682, 2.906)
C (3.989, -0.670, -0.220)
C (2.529, -0.960, -0.081)
C (-1.280, -4.920, 4.036)
H (-0.466, 4.449, 4.782)
H (-3.784, -0.465, 2.329)
C (6.264, -1.443, -0.366)
H (6.136, 1.957, -0.317)
C (-3.357, -2.368, -1.476)
C (-2.495, -3.238, 2.809)
H (6.980, -2.251, -0.415)
C (-3.177, 1.405, -1.578)
H (-3.535, -1.302, -1.434)
Se (-0.539, -0.597, -3.042)
C (1.852, 4.046, -1.915)
H (-2.837, 1.320, 3.080)
H (-4.875, 4.154, -2.609)
N (0.437, 1.997, -2.422)
C (3.936, 2.349, -2.834)
N (2.035, 0.692, -3.095)
P (-1.379, -1.960, 0.497)
Cl (2.211, 0.327, 2.795)
H (-3.293, -4.310, 4.487)
C (-3.669, -0.488, 1.244)
C (-2.432, -4.167, 3.841)
C (-3.513, 4.081, -0.948)
C (-2.417, -2.951, -0.631)
C (-1.393, -3.036, 1.976)
C (-4.032, 2.194, -2.337)
C (5.792, 0.930, -0.311)
C (3.171, 4.484, -1.962)
H (0.698, 2.667, 1.062)
Be (0.599, -0.943, 0.645)
C (-0.233, -3.785, 2.191)
H (1.051, 4.690, -1.564)
C (-0.180, -4.728, 3.211)
H (-0.044, -0.312, 2.993)
O (1.655, -0.044, -0.306)
P (-1.298, 0.855, 0.449)
H (-3.412, -2.683, 2.657)
H (3.707, 1.450, -0.154)
C (-1.976, 1.974, 3.019)
H (3.156, -0.371, -4.521)
H (0.724, -5.309, 3.367)
H (5.213, 4.025, -2.447)
C (1.603, 2.750, -2.332)
H (-4.546, 1.762, -3.189)
I (8.739, 0.291, -0.515)
C (2.622, 1.918, -2.774)
H (-2.741, -6.169, -1.662)
O (2.086, -2.069, 0.319)
H (2.109, -1.340, -3.465)
C (2.779, -0.487, -3.504)
H (-3.003, 0.381, -1.860)
C (-3.865, -4.512, -2.441)
C (6.692, -0.123, -0.382)

***

Record 8
C3H3N3O2 in the gas phase. Source: OMol25; level of theory: ωB97M-V/def2-TZVPD.

Computed properties:
orbital gap: 10.31 eV
SMILES: O=C(O)n1ccnn1
E: -11721.67239 eV
highest occupied orbital energy: -10.73 eV

Geometry (Å):
O (0.855, 0.193, 2.447)
N (0.308, -0.041, 0.285)
O (-1.313, 0.015, 2.131)
N (1.457, 0.477, -0.060)
H (-1.746, 0.081, 1.333)
N (1.436, 0.613, -1.349)
H (-1.247, -1.239, -0.548)
H (0.426, 0.189, -3.037)
C (-0.047, 0.205, 1.597)
C (0.277, 0.044, -1.939)
C (-0.406, -0.538, -0.860)